Entry 1:
Entry from the Open Molecules 2025 dataset: a molecular structure, C13H33Cl2N2OP2RhS (wB97M-V/def2-TZVPD).

ΔE to the lowest compared entry with this formula, charge and spin (kJ/mol): 10.3
HOMO level (alpha / beta) (eV): -13.30 / -14.97
<S²>: 6.0281
2S+1: 5
Charge: +2

Element x y z (Å)
C 1.86 -1.56 -3.12
C 1.56 -0.70 -1.93
H 2.94 -1.60 -3.29
H 1.37 -1.14 -4.01
H 1.48 -2.58 -2.98
O 2.39 0.07 -1.47
Cl -1.06 -2.39 -2.57
Rh -0.23 -0.81 -1.00
P -0.86 0.86 -2.53
C -0.10 2.49 -2.18
C -0.44 0.59 -4.28
H -0.97 1.35 -4.88
H -2.91 1.82 -3.35
H -0.77 -0.42 -4.58
H -3.17 0.20 -2.61
H 0.99 2.38 -2.09
H 0.64 0.70 -4.44
C -2.65 1.16 -2.51
H -0.32 3.18 -3.01
H -2.95 1.63 -1.56
H -0.48 2.91 -1.24
P 0.58 -2.72 0.10
C 1.69 -2.11 1.41
C -0.65 -3.78 0.94
H 1.04 -4.32 -1.67
H 1.83 -4.77 -0.12
H 2.54 -3.48 -1.14
C 1.61 -3.94 -0.80
H -1.42 -4.06 0.22
H -0.15 -4.68 1.33
H 2.15 -2.96 1.92
H 1.12 -1.50 2.12
H -1.12 -3.22 1.76
H 2.47 -1.48 0.95
Cl -2.34 -1.18 0.16
C 2.30 1.78 2.47
N 0.88 1.84 2.81
C 0.48 2.87 3.78
C -0.02 1.42 1.89
S 0.60 0.91 0.38
N -1.33 1.50 2.23
C -1.76 1.04 3.54
C -2.38 1.77 1.28
H 2.85 2.27 3.28
H 2.52 2.30 1.52
H 2.62 0.73 2.40
H -0.32 3.51 3.37
H 0.15 2.41 4.72
H 1.36 3.48 4.00
H -2.20 1.89 4.10
H -2.54 0.28 3.43
H -0.93 0.62 4.11
H -2.04 2.49 0.53
H -2.68 0.82 0.78
H -3.25 2.16 1.83


Entry 2:
Entry from the Open Molecules 2025 dataset: 3 unconnected molecules or ions with the total composition C13H33N4O6P (wB97M-V/def2-TZVPD).

SMILES: [H]/N=C(\C)CCOC(=O)P(=N)(O)O.COC[C@@H](C)N.COC[C@@H](C)N
HOMO level (eV): -9.27
Charge: 0

Element x y z (Å)
C 6.01 0.03 -4.56
C 5.38 1.21 -5.27
N 5.16 1.22 -6.51
C 5.05 2.41 -4.47
C 4.33 2.17 -3.15
O 2.91 2.43 -3.16
C 2.20 1.92 -4.19
O 1.91 2.56 -5.19
P 1.55 0.19 -4.11
N 2.37 -0.83 -4.95
O 0.09 0.31 -4.69
O 1.38 -0.19 -2.56
H 6.86 -0.31 -5.14
H 6.39 0.33 -3.59
H 5.26 -0.74 -4.45
H 5.44 0.34 -6.94
H 6.00 2.85 -4.21
H 4.54 3.14 -5.08
H 4.48 1.17 -2.75
H 4.74 2.84 -2.42
H 2.69 -1.58 -4.35
H -0.35 1.11 -4.37
H 1.61 -1.11 -2.43
C -3.36 0.93 -0.24
C -2.11 0.14 -0.62
C -1.27 -0.31 0.59
O -0.48 0.71 1.18
C -1.17 1.54 2.10
N -1.32 0.92 -1.58
H -3.12 1.95 0.06
H -4.03 1.00 -1.09
H -3.90 0.45 0.58
H -2.44 -0.77 -1.12
H -0.56 -1.06 0.24
H -1.90 -0.79 1.35
H -1.92 0.97 2.66
H -1.64 2.39 1.60
H -0.43 1.93 2.80
H -0.54 0.36 -1.91
H -0.87 1.67 -1.06
C -3.53 -2.79 6.87
C -4.32 -2.07 5.78
C -3.68 -2.16 4.39
O -2.57 -1.31 4.19
C -1.33 -1.81 4.66
N -4.55 -0.68 6.19
H -2.64 -2.23 7.16
H -4.14 -2.91 7.76
H -3.22 -3.78 6.54
H -5.30 -2.56 5.71
H -4.42 -1.84 3.65
H -3.41 -3.20 4.14
H -1.26 -2.89 4.54
H -1.17 -1.54 5.71
H -0.54 -1.34 4.07
H -5.16 -0.23 5.52
H -3.67 -0.18 6.10